Record 1
Density functional theory data (the ωB97M-V functional and the def2-TZVPD basis) for a structure of composition C49H50BCsF4N2O3P2 in a non-equilibrium geometry.

Each line ends with the Mulliken charge.
Cartesian coordinates (Å):
Cs: 0.27686 0.81148 1.79343  0.962
C: 1.58116 4.83899 2.41685  -0.585
C: 1.45351 3.76538 3.30824  -0.131
C: 0.16649 3.45620 3.81348  -0.749
C: -0.96158 4.10900 3.34467  -0.181
C: -0.84609 5.19876 2.47411  -0.422
C: 0.44187 5.56753 2.02428  -0.414
H: 2.55815 5.08423 2.00624  0.379
H: 2.33717 3.21449 3.57933  0.518
H: 0.06823 2.69777 4.54656  0.714
H: -1.94555 3.75149 3.68522  0.355
H: -1.75667 5.72703 2.12215  0.319
H: 0.48182 6.49855 1.40389  0.282
O: -1.67153 -1.30461 -2.47602  0.647
C: -3.02013 -1.11907 -2.75942  -0.087
C: -3.90386 -2.02228 -3.36830  -0.802
C: -5.11947 -1.57100 -3.83185  -0.844
C: -5.52757 -0.24403 -3.61955  -0.658
C: -4.66171 0.66833 -3.01115  -0.706
C: -3.48957 0.19313 -2.41902  -0.152
P: -2.38946 1.16443 -1.36776  1.530
C: -3.46439 2.39956 -0.59240  0.095
C: -3.77758 3.59184 -1.24582  -0.173
C: -4.52996 4.59686 -0.63448  -0.708
C: -4.99227 4.42902 0.67282  -0.606
C: -4.73895 3.18492 1.30592  -0.484
C: -3.99056 2.18129 0.69321  -0.736
C: -1.38554 2.16498 -2.53808  0.258
C: -1.26782 1.88455 -3.87933  -0.256
C: -0.28556 2.53626 -4.65937  -0.586
C: 0.40389 3.64988 -4.15388  -0.694
C: 0.13414 4.02516 -2.82007  -0.506
C: -0.72571 3.26242 -2.02405  -0.555
C: -0.90345 -2.12889 -3.32829  0.513
C: -1.28521 -2.53720 -4.60767  -1.025
C: -0.56436 -3.56325 -5.18985  -0.730
C: 0.59400 -4.08138 -4.62678  -0.940
C: 1.04276 -3.59329 -3.41772  -0.318
C: 0.35396 -2.54565 -2.77073  0.118
P: 0.65132 -2.07271 -1.08208  0.672
C: -0.24039 -3.32502 -0.24379  0.124
C: 0.03107 -4.64876 -0.58300  -0.100
C: -0.64636 -5.68838 0.08245  -0.800
C: -1.64797 -5.37245 1.00640  -0.771
C: -1.88438 -4.02579 1.30833  -0.895
C: -1.24065 -2.99146 0.62947  -0.114
C: 2.35817 -2.46299 -0.58288  -0.670
C: 3.44816 -1.82253 -1.39245  1.338
C: 4.76712 -2.45898 -1.20854  -1.944
C: 4.99281 -3.24783 -0.11919  -0.277
C: 3.97674 -3.61237 0.74202  -1.174
C: 2.62431 -3.30775 0.44342  -0.507
H: -3.56047 -3.05560 -3.48649  0.496
H: -5.76606 -2.26210 -4.36562  0.315
H: -6.52089 0.07138 -3.91305  0.367
H: -4.88219 1.74095 -3.02164  0.298
H: -3.40700 3.73045 -2.23578  0.514
H: -4.68510 5.51084 -1.22138  0.334
H: -5.56891 5.22110 1.17469  0.337
H: -5.20820 3.02848 2.26291  0.420
H: -3.78651 1.21773 1.18029  0.445
H: -1.92004 1.11737 -4.34279  0.255
H: -0.14017 2.20515 -5.67361  0.445
H: 1.13191 4.17269 -4.76350  0.349
H: 0.66850 4.85164 -2.31171  0.344
H: -1.01856 3.61656 -1.00338  0.408
H: -2.20647 -2.18699 -5.03262  0.740
H: -0.93392 -3.99173 -6.09208  0.394
H: 1.14048 -4.85486 -5.17696  0.378
H: 2.00371 -3.88098 -2.95626  0.372
H: 0.78559 -4.85954 -1.30046  0.459
H: -0.39068 -6.70581 -0.21922  0.364
H: -2.08024 -6.13422 1.64170  0.321
H: -2.67508 -3.75341 1.97139  0.464
H: -1.48810 -1.95961 0.78564  0.864
H: 3.11124 -1.71896 -2.42712  0.603
H: 5.60436 -2.24765 -1.87002  0.695
H: 6.01383 -3.62657 0.02466  0.261
H: 4.10293 -4.32248 1.52678  0.403
H: 1.85229 -3.70664 1.10333  0.700
C: -2.48138 -1.40949 5.51833  -0.536
O: -1.23115 -2.02837 5.27544  -0.439
C: -0.52549 -1.76654 4.18374  0.351
O: -0.99715 -1.21015 3.18275  -0.295
N: 0.78096 -2.18169 4.39842  -0.250
N: 1.71101 -1.56231 3.49846  -0.279
H: -3.13134 -2.09852 6.13272  0.213
H: -2.99605 -1.17303 4.58635  0.247
H: -2.30185 -0.52384 6.16715  0.175
H: 1.02009 -2.16443 5.40701  0.317
H: 2.29906 -2.28607 3.10090  0.211
H: 2.22598 -0.88086 4.02166  0.220
F: 0.74606 0.62917 4.69628  -0.283
B: 0.91209 0.80696 6.14533  0.452
F: -0.45962 0.97079 6.64335  -0.449
F: 1.50231 -0.32762 6.70492  -0.412
F: 1.61034 1.99057 6.32683  -0.371
C: 5.79572 0.36283 -1.22037  -2.092
C: 4.50315 0.61884 -0.42030  3.138
C: 4.87826 0.63105 1.04933  -1.351
C: 3.83106 2.01983 -0.80779  -1.879
C: 3.49068 -0.39295 -0.74490  -1.890
H: 6.49297 1.17754 -1.11544  0.495
H: 5.57390 0.21164 -2.28917  0.313
H: 6.28298 -0.54562 -0.82475  0.493
H: 4.20965 1.24356 1.70456  0.163
H: 5.86552 1.10143 1.25256  0.332
H: 4.87818 -0.36348 1.52512  0.206
H: 2.89748 2.27625 -0.30850  0.333
H: 3.56856 2.05142 -1.88187  0.363
H: 4.52260 2.78809 -0.54702  0.472
H: 2.46978 -0.08805 -0.46774  0.160

energy relative to the best compared isomer or geometry (same formula, charge and spin)	0.000	eV
charge	-2
E_tot	-3359.67327	a.u.
LUMO level (alpha / beta)	3.4 / 3.4	eV


Record 2
Density functional theory data (the ωB97M-V functional and the def2-TZVPD basis) for a structure of composition CH3FOS2 in a non-equilibrium geometry.

Each line ends with the natural charge from an NBO analysis.
Cartesian coordinates (Å):
C: -0.96112 -0.14261 -0.04106  -0.761
O: 1.03972 0.72700 1.43205  -0.828
F: 0.98063 1.41840 -1.30128  -0.588
S: 1.97051 -1.43666 -0.38659  -0.250
S: 0.89247 0.05899 0.19874  1.671
H: -1.34593 -0.71016 -0.89796  0.262
H: -1.04897 -0.73103 0.83171  0.225
H: -1.52732 0.81608 0.16441  0.269

energy relative to the best compared isomer or geometry (same formula, charge and spin)	1.180	eV
E_tot	-1011.29243	a.u.
LUMO level	-1.3	eV